1.
Computed, not measured: an isolated ion of composition C21H44FIN6OPS and charge +1 in a non-equilibrium geometry, with ωB97M-V/def2-TZVPD.

As for the spin multiplicity: 1. The calculation puts the HOMO energy at -9.54 eV. The frontier orbital gap comes out at 0.223 Eh. As for the total charge: +1.

Cartesian coordinates (Å):
C 1.743700 -3.216042 -1.292284
C 1.016472 -2.818469 -0.114455
C 0.746223 -1.391599 0.719165
C 0.542131 -2.099926 2.150456
C 0.720750 -1.641704 3.630735
C 0.163951 -0.263822 4.278863
F 0.047918 -2.722191 4.480637
C -0.623112 -0.891418 -0.155730
C -1.727882 -0.398111 1.000201
O -2.699240 -1.415507 1.413184
C -3.176623 -1.226673 2.790104
C -1.460329 -1.998177 -1.011320
C -2.834424 -1.637683 -1.756519
N -2.671497 -1.607256 -3.298185
N -3.775673 -2.859164 -1.581141
N -3.676346 -0.476037 -1.423617
C 0.020557 0.441005 -0.976642
S 0.731074 -0.290783 -2.617646
C -1.084215 1.347044 -1.778804
C -0.561783 2.680894 -2.561644
C -0.088989 2.690166 -4.176365
N -0.530755 3.974289 -2.018700
N 1.058272 1.120490 -0.049417
N 1.933849 2.043237 -0.632979
C 0.634114 1.975555 1.104669
C -0.538119 3.042239 1.090112
C 0.090667 4.598664 1.092676
C 1.838884 -0.128824 0.493776
I 3.228996 0.312217 2.226673
P 3.475537 -0.574240 -0.503737
C 4.250124 -2.024143 0.555072
C 4.822255 0.744272 -0.352398
H 1.276573 -3.116010 -2.366898
H 2.816076 -3.710679 -1.191426
H 0.319816 -3.721668 0.263813
H 1.279067 -3.055293 2.141783
H -0.521093 -2.653228 2.073648
H 1.866677 -1.743407 3.978089
H 0.819703 0.703102 4.076326
H 0.250172 -0.410975 5.464047
H -1.002625 -0.061665 4.122895
H -2.391333 0.519821 0.617762
H -1.248816 -0.001171 1.976144
H -4.357909 -1.398264 2.754837
H -3.021332 -0.155772 3.233529
H -2.754828 -2.100237 3.458288
H -1.691190 -2.967934 -0.345176
H -0.863309 -2.492403 -1.927875
H -3.593029 -1.444325 -3.759079
H -2.242882 -2.497998 -3.635287
H -4.204136 -2.840858 -0.626740
H -4.494323 -2.864507 -2.338414
H -4.396918 -0.653075 -0.666627
H -4.148682 -0.001266 -2.223185
H 1.547615 0.650890 -3.247842
H -1.532958 0.659046 -2.650283
H -2.036470 1.654259 -1.174555
H 1.007828 3.086769 -4.298658
H -0.214234 1.628253 -4.668432
H -0.853218 3.398346 -4.767016
H -0.147372 4.592655 -2.772947
H 2.291433 1.784504 -1.556081
H 1.524092 2.990363 -0.731228
H 1.592740 2.629740 1.408878
H 0.448838 1.282161 2.024249
H -1.103890 3.000632 2.144350
H -1.367844 3.061585 0.301986
H 0.126940 5.021574 2.192920
H 1.166065 4.650614 0.634673
H -0.589878 5.298092 0.406113
H 4.579776 -2.824556 -0.268072
H 5.233835 -1.707666 1.100243
H 3.457991 -2.567144 1.221445
H 5.694182 0.450867 0.408920
H 5.370693 0.806054 -1.411739
H 4.491654 1.832447 -0.102152

Cartesian forces (eV/Å) of the 3 atoms listed first:
C 1.283 0.236 0.429
C -0.333 -0.887 -0.687
C 1.176 -1.847 -1.287

Löwdin atomic charge list, values in e, 5 entries: number 1, C, carries -0.07; number 2, C, carries -0.19; number 3, C, carries -0.24; number 4, C, carries -0.14; number 5, C, carries -0.32

***

2.
Computed, not measured: C21H44FeN3OP2S as an isolated structure in a non-equilibrium geometry, with ωB97M-V/def2-TZVPD.

The value obtained for the relative energy (zero: lowest compared OMol25 entry of this formula, charge and spin) is 77.9 kJ/mol. As for the spin multiplicity: 6. The calculation puts the HOMO energy (alpha / beta) at -13.04 / -14.31 eV. The frontier orbital gap (alpha / beta) comes out at 0.261 / 0.223 Eh. As for the total charge: +2.

Cartesian coordinates (Å):
Fe 0.000000 0.000000 0.000000
P 0.212300 -2.226700 -0.321800
P 0.212300 2.249500 -0.040800
N 1.883900 0.055300 -0.881300
C 1.855600 -2.361400 -1.181300
H 2.362800 -3.323800 -0.992600
H 1.661600 -2.274500 -2.265700
C 2.672800 -1.152600 -0.717700
H 3.014800 -1.321700 0.337700
H 3.605100 -1.088500 -1.324500
C 2.672800 1.233200 -0.567900
H 3.605100 1.245400 -1.178000
H 3.014800 1.268900 0.500300
C 1.855600 2.490600 -0.876700
H 1.661500 2.539900 -1.963400
H 2.362800 3.421900 -0.569200
C 0.423400 3.098000 1.620600
C -0.704500 2.757800 2.609800
H -0.425800 3.104400 3.621300
H -0.893300 1.674900 2.659500
H -1.649100 3.255000 2.333000
C -1.000400 3.216000 -1.109400
C -2.391800 3.311400 -0.461400
H -3.130800 3.660600 -1.205300
H -2.391800 4.038800 0.369000
H -2.732700 2.340700 -0.066600
C -1.000400 -3.052000 -1.502900
C -2.391800 -3.227800 -0.871900
H -3.130800 -3.481200 -1.653600
H -2.732700 -2.314000 -0.358800
H -2.391800 -4.053300 -0.138900
C 0.423400 -3.276300 1.220400
C -0.704500 -3.062500 2.244400
H -0.425800 -3.533000 3.204600
H -1.649100 -3.521300 1.907600
H -0.893300 -1.994400 2.429200
C -1.657600 -0.040700 0.648600
C -0.516600 4.581200 -1.626600
H -0.478900 5.333500 -0.822900
H 0.482800 4.522500 -2.088800
H -1.219000 4.952700 -2.395700
C -0.516600 -4.341800 -2.186800
H -1.219000 -4.614200 -2.996300
H 0.482800 -4.225800 -2.638000
H -0.478900 -5.188800 -1.483400
C 0.689300 -4.770600 0.982400
H 1.029700 -5.241600 1.922500
H -0.229100 -5.294400 0.666400
H 1.466500 -4.946600 0.219500
C 0.689300 4.610200 1.571200
H -0.229100 5.169400 1.323200
H 1.029700 4.960100 2.563000
H 1.466500 4.880300 0.836300
H 1.343200 2.595300 1.980700
H 1.343200 -2.822600 1.640600
H -1.079600 2.536600 -1.981200
H -1.079600 -2.268900 -2.282900
O -2.729900 -0.071400 1.137800
H -0.368800 -0.105000 -3.083200
H -1.080100 0.093500 -2.766900
C -0.909300 -0.526900 4.660400
N 0.215300 0.398400 4.603400
C 0.576600 1.226700 5.604400
C 1.711400 1.905400 5.220500
N 2.052600 1.500400 3.984800
C 1.116400 0.603300 3.609200
S 1.195000 -0.208200 2.176900
H -1.625200 -0.312000 3.842100
H -0.528400 -1.564400 4.596800
H -1.445700 -0.431900 5.628800
H 0.066600 1.315200 6.555300
H 2.259700 2.630200 5.807400
H 2.884200 1.819500 3.438600

Cartesian forces (eV/Å) of the 3 atoms listed first:
Fe 2.349 0.485 -0.032
P 0.090 -3.774 -0.759
P -0.003 3.763 -0.385

Löwdin atomic charge list, values in e, 5 entries: number 1, Fe, carries 0.18; number 2, P, carries 0.98; number 3, P, carries 0.99; number 4, N, carries -0.08; number 5, C, carries -0.28

***

3.
Computed, not measured: C21H44GeN7NaOS4 as an isolated structure, with ωB97M-V/def2-TZVPD.

The value obtained for the relative energy (zero: lowest compared OMol25 entry of this formula, charge and spin) is 4.9 kJ/mol. As for the spin multiplicity: 1. The calculation puts the HOMO energy at -13.64 eV. The frontier orbital gap comes out at 0.335 Eh. As for the total charge: +2.

Cartesian coordinates (Å):
Na -0.482184 1.875469 -0.565313
C -2.697493 2.103410 2.474777
C -3.784020 1.523383 1.576723
S -3.145351 0.706390 0.088022
C -4.180712 1.436051 -1.209531
C -4.148376 2.955801 -1.340891
S -2.487540 3.628282 -1.623193
C -2.344732 4.939579 -0.379806
C -2.586835 4.575524 1.080254
S -1.521534 3.248328 1.711801
H -3.157521 2.586638 3.337419
H -2.066191 1.298610 2.855913
H -4.356866 0.800443 2.158216
H -4.486043 2.295474 1.267951
H -3.823847 0.967148 -2.128217
H -5.212062 1.110372 -1.069719
H -4.781563 3.242097 -2.180299
H -4.568203 3.436006 -0.459077
H -1.328723 5.315606 -0.514284
H -3.016040 5.757061 -0.646331
H -2.423457 5.467002 1.685444
H -3.619790 4.273989 1.247227
C 3.220327 1.506906 3.839884
C 2.152267 0.485729 3.905632
N 1.921502 -0.325703 4.889505
N 0.855885 -1.064448 4.483641
C 0.419226 -0.739508 3.276302
S -0.956415 -1.426402 2.504937
N 1.235725 0.261699 2.888654
N 1.087644 0.967835 1.699220
H 3.776005 1.490383 4.773317
H 2.800677 2.503264 3.695102
H 3.904032 1.299329 3.015677
H 0.489578 -1.795203 5.076555
H 1.934519 0.905729 1.142568
H 0.935361 1.952094 1.905730
C 3.526509 3.740097 -4.713716
N 2.712505 3.242027 -3.619769
C 2.983463 3.481932 -2.214578
C 1.866269 2.678106 -1.575044
O 1.638550 2.635581 -0.361529
N 1.140337 2.040439 -2.517260
C 1.678533 2.399909 -3.702559
N 1.202713 1.938075 -4.852659
H 3.984321 4.678186 -4.409677
H 2.905118 3.952072 -5.582955
H 4.312913 3.035283 -4.987388
H 2.912452 4.537877 -1.950382
H 3.962759 3.105455 -1.911221
H 0.415283 1.314624 -4.831098
H 1.617484 2.163431 -5.739010
C -1.276358 -5.816235 -3.193125
C -1.759410 -5.164051 -1.905000
C -0.833336 -4.044495 -1.438735
C -1.316795 -3.397911 -0.136664
Ge -0.178110 -1.910067 0.372734
C 1.756670 -2.189283 0.418888
C 2.337598 -3.040740 1.547782
C 1.671767 -4.401366 1.710958
C 2.321238 -5.234693 2.807336
H -1.945824 -6.616597 -3.504809
H -0.281429 -6.246827 -3.066517
H -1.225236 -5.090330 -4.007015
H -1.835274 -5.913659 -1.112395
H -2.766295 -4.760087 -2.043396
H -0.757339 -3.291064 -2.232062
H 0.174690 -4.449707 -1.301446
H -1.344803 -4.129878 0.672197
H -2.330655 -3.006710 -0.256927
H -0.528746 -0.671729 -0.468775
H 2.254745 -1.219022 0.354991
H 1.954748 -2.675758 -0.543606
H 2.286445 -2.504895 2.500768
H 3.404523 -3.183988 1.355026
H 1.718240 -4.940084 0.759507
H 0.608013 -4.264536 1.938657
H 3.371250 -5.425973 2.582682
H 1.824519 -6.196704 2.923018
H 2.278706 -4.721070 3.770963

Cartesian forces (eV/Å) of the 3 atoms listed first:
Na -0.328 -0.221 -0.051
C 0.002 -0.020 -0.020
C 0.006 0.015 0.048

Löwdin atomic charge list, values in e, 5 entries: number 1, Na, carries 0.08; number 2, C, carries -0.51; number 3, C, carries -0.49; number 4, S, carries 0.85; number 5, C, carries -0.51

***

The lowest total charge belongs to which entry? C21H44FIN6OPS

***

What is the total charge in the first record? +1